12
Properties=species:S:1:pos:R:3:nbo_charge:R:1 method="wB97M-V/def2-TZVPD" orbital_gap_ev=10.501 e_above_lowest_kcal_mol=90.1 lumo_ev=1.0 homo_ev=-9.54
C 0.04 -1.18 -2.44 -0.683
C 0.00 -0.30 -1.26 0.024
C -0.03 0.42 -0.29 -0.030
C -0.09 1.29 0.90 -0.537
C -0.33 0.56 2.15 0.011
C -0.12 0.01 3.20 -0.244
H 0.53 -2.13 -2.20 0.236
H -0.97 -1.41 -2.79 0.236
H 0.58 -0.72 -3.27 0.235
H -0.75 2.14 0.73 0.253
H 0.88 1.72 1.17 0.262
H 0.26 -0.41 4.10 0.237